#w
Molecular formula: CH5BO2
Method: DFT, ωB97M-V/def2-TZVPD

Atoms and positions in Å:
O: 0.8579 -1.1783 -0.0265
O: 1.1314 1.1554 -0.0478
C: -1.2565 0.1234 -0.0312
B: 0.3686 0.0444 -0.0098
H: -1.7313 -0.0326 -0.9957
H: -1.7270 -0.7460 0.6508
H: 2.0203 -1.3816 -0.2796
H: -1.6784 0.9450 0.6029
H: 2.0150 1.0703 0.1370

Output
LUMO level   0.09 eV
E_HOMO   -11.42 eV
SMILES string   CB(O)O


#x
Molecular formula: CH5BO2
Method: DFT, ωB97M-V/def2-TZVPD

Atoms and positions in Å:
O: -1.0667 -1.1264 -0.5195
O: 0.0142 1.1314 -1.0579
C: 0.7721 -0.0761 1.0190
B: -0.0126 -0.0103 -0.2995
H: 1.5443 0.5686 0.8432
H: 1.0446 -1.0965 1.1076
H: -0.6138 1.0123 -1.7373
H: -1.7887 -0.8431 -1.1653
H: 0.1066 0.4400 1.8098

Output
LUMO level   0.29 eV
E_HOMO   -11.37 eV
SMILES string   CB(O)O


Stability summary - winner: #x; margin: 0.0213 hartree.


#w
Molecular formula: C6H7N3
Method: DFT, ωB97M-V/def2-TZVPD

Atoms and positions in Å:
N: 0.9636 1.9530 0.7914
N: 0.1628 -1.3381 -0.4431
N: -1.0763 1.8689 -0.1757
C: 0.8071 1.0984 1.8617
C: -0.1668 -0.2365 0.2564
C: 0.3278 -0.1099 1.5996
C: 0.2925 2.3077 -0.2384
C: -0.1426 -1.7484 -1.8985
C: -1.1868 0.5918 -0.0415
H: 1.2541 1.3614 2.8296
H: -0.1469 -2.8476 -1.9325
H: 0.9074 -1.8329 -0.0205
H: 0.6431 -1.1232 -2.5089
H: -1.0762 -1.4854 -2.1171
H: 0.3052 -0.9812 2.2161
H: -1.8681 2.5220 -0.1788

Output
LUMO level   0.14 eV
E_HOMO   -6.98 eV


#x
Molecular formula: C6H7N3
Method: DFT, ωB97M-V/def2-TZVPD

Atoms and positions in Å:
N: -1.9222 -1.0645 -2.2334
N: 0.0287 0.8902 -1.9073
N: 0.1800 0.6221 1.5473
C: 2.3356 0.2380 2.1319
C: 0.9707 0.3228 2.5518
C: 0.9032 0.6105 0.4000
C: 0.3750 0.8497 -0.7984
C: 2.2936 0.4005 0.7370
C: -2.8484 -0.6952 -1.5006
H: -3.7156 -1.2251 -1.2041
H: -0.5947 0.2593 -2.4313
H: 0.6356 0.2358 3.5823
H: -1.7412 -2.0192 -2.3219
H: 3.1017 0.0273 2.7650
H: -2.8593 0.3810 -1.2246
H: 2.8573 0.1669 -0.0936

Output
LUMO level   0.67 eV
E_HOMO   -8.28 eV
SMILES string   N=C=C1C=CC=N1.C=N


Stability summary - winner: #x; margin: 0.0941 hartree.


#w
Molecular formula: C17H21N5O3
Method: DFT, ωB97M-V/def2-TZVPD

Atoms and positions in Å:
O: 1.9958 0.0523 -2.3512
O: -1.8801 -0.7389 -0.1859
O: -0.9406 -4.1717 -0.8623
N: 2.6320 4.2603 4.5373
N: 1.2239 -0.1023 2.6455
N: -0.5432 0.6511 3.7964
N: 0.1988 -1.5805 -0.2440
N: -0.1355 0.9200 -2.2269
C: 0.2531 3.2063 -2.9043
C: -1.7460 -3.0835 -0.5965
C: 2.1244 -0.9802 1.8439
C: -0.0519 1.7806 -3.3917
C: 1.6178 3.6744 4.5706
C: 0.3688 2.8945 4.5908
C: -3.0930 -4.7649 -0.9865
C: -1.1801 -1.7525 -0.3168
C: 0.9333 0.2297 -1.6966
C: 0.8752 -0.2842 -0.2446
C: 1.5546 1.1626 3.0915
C: 0.4880 1.6032 3.8519
C: -1.8056 -5.1881 -1.1145
C: 2.2376 -0.4148 0.4060
C: -0.0704 -0.3750 3.0887
C: -1.3430 1.6435 -4.1834
C: -3.0674 -3.3765 -0.7327
H: -1.4627 -6.1985 -1.3242
H: -0.6516 -1.2215 2.8085
H: -3.9192 -2.6883 -0.6520
H: 2.4860 1.7182 2.9680
H: -2.1816 1.9129 -3.5536
H: -1.3112 2.2704 -5.0753
H: 0.7996 1.5101 -4.0507
H: 1.7071 -1.9949 1.8124
H: -0.4115 3.4225 -2.0422
H: 3.0983 -1.1091 2.3371
H: -1.4905 0.5986 -4.5622
H: 0.0900 3.9050 -3.6839
H: -0.4052 3.5106 4.1331
H: 0.0674 2.7165 5.6169
H: 0.7183 -2.4111 -0.4205
H: 2.7857 0.5407 0.4440
H: 2.8362 -1.0922 -0.1455
H: -0.9776 0.9076 -1.6841
H: -3.9969 -5.3289 -1.0865
H: 0.3022 0.4111 0.3352
H: 1.2706 3.3550 -2.5590

Output
LUMO level   0.29 eV
E_HOMO   -8.92 eV
SMILES string   CC(C)NC(=O)[C@H](CCn1cnc(CC#N)c1)NC(=O)c1ccco1


#x
Molecular formula: C17H21N5O3
Method: DFT, ωB97M-V/def2-TZVPD

Atoms and positions in Å:
O: -3.1201 1.5589 1.1931
O: 3.1915 -3.4756 0.0284
O: 2.4232 4.2598 0.1537
N: -2.7146 -1.2265 0.3174
N: 3.2894 -1.6317 -1.2327
N: -0.7994 -0.9986 -0.7144
N: -1.6924 -0.3188 -1.4578
N: -0.7382 -2.2684 1.2468
C: -4.1125 0.0963 -1.2889
C: -1.4319 -1.5214 0.3447
C: -4.3498 1.8329 0.5656
C: 1.4693 1.2751 -1.6379
C: 2.5024 4.7690 1.4636
C: 1.6746 2.0979 1.0009
C: 2.6383 -2.4674 -0.3771
C: 1.8924 2.5538 -1.3485
C: 1.0891 -3.6604 1.9296
C: 1.2546 0.8150 0.6987
C: 0.5642 -2.6413 0.9737
C: 1.1531 0.3854 -0.6155
C: 1.2478 -2.0828 -0.0538
C: 1.9985 2.9817 -0.0235
C: -2.8252 -0.4749 -0.8158
C: 0.6260 -1.0046 -0.9296
C: -4.9689 0.6260 -0.1375
H: -3.1571 0.6560 1.5341
H: 0.5515 -4.5987 1.7962
H: 2.8314 5.8016 1.3582
H: 1.0017 0.1403 1.5034
H: 2.1427 -3.8437 1.7515
H: -5.9476 0.9179 -0.5226
H: 1.7364 2.3968 2.0349
H: 4.2562 -1.8526 -1.4091
H: 1.5279 4.7484 1.9611
H: -4.6685 -0.6882 -1.8107
H: -5.1097 -0.1775 0.5897
H: -5.0672 2.2119 1.3125
H: 0.7990 -1.2273 -1.9919
H: 0.9358 -3.3199 2.9533
H: 3.2318 4.2177 2.0660
H: 1.3714 0.9640 -2.6680
H: -4.1495 2.6331 -0.1531
H: -3.8854 0.8880 -2.0036
H: 2.9878 -0.6858 -1.3919
H: 2.1380 3.2510 -2.1335
H: -1.2545 -2.7433 1.9697

Output
LUMO level   0.69 eV
E_HOMO   -8.37 eV
SMILES string   COc1ccc([C@H]2C(C(N)=O)=C(C)Nc3nc(CCCO)nn32)cc1


Stability summary - winner: #x; margin: 0.0320 hartree.


#w
Molecular formula: C32H29F9N3O6PRuS3
Method: DFT, ωB97M-V/def2-TZVPD

Atoms and positions in Å:
Ru: -0.2685 0.0005 0.5531
S: -3.1220 -0.0593 1.0154
S: 0.0409 -5.2025 0.7837
S: 0.0616 -2.3799 1.7214
P: 2.2749 -0.1726 0.3803
F: 0.2367 1.5826 -3.7850
F: -1.0298 1.8931 -2.0710
F: -0.3700 -2.3948 -4.0089
F: -0.5292 -0.6519 -5.2880
F: 1.1644 -0.8872 -3.9737
F: -2.5086 -2.0656 -2.3917
F: -2.9205 -0.9233 -4.1756
F: -1.9079 1.5803 -4.0203
F: -3.1924 -0.0221 -2.2311
O: 0.5623 2.1798 0.6519
O: -2.4224 1.1426 0.5050
O: -0.3228 -0.6540 -1.7362
O: -0.9962 1.1941 3.4653
O: -2.5067 -1.2373 0.4148
O: -3.1665 -0.0722 2.4738
N: -0.2173 -3.2239 -0.8093
N: -0.0162 3.2989 0.2799
N: 0.0739 0.5451 2.8913
C: 3.6412 -3.0021 -2.2788
C: 0.5751 4.0290 -0.6866
C: 3.8594 -4.1122 -1.4781
C: -0.1222 -4.3422 -1.7350
C: 2.5511 1.4558 -1.8121
C: -1.1496 3.7092 0.8731
C: 4.1158 1.9612 -0.0658
C: 3.1983 -2.8330 0.4505
C: -1.7518 4.8819 0.4664
C: -2.4068 -0.8458 -2.9335
C: -0.9204 -0.3508 -2.9002
C: 3.2059 -1.8095 -1.7164
C: 4.1149 3.2573 -2.0974
C: 4.6252 3.0026 -0.8318
C: 1.1639 0.8978 3.4366
C: 4.4565 -0.4991 2.0458
C: -0.0622 -3.4845 0.4642
C: -0.1599 -1.0647 -4.0666
C: 3.0719 2.4806 -2.5860
C: 3.0872 1.1661 -0.5590
C: 2.5288 0.3705 3.1906
C: 4.6248 -0.0074 4.3766
C: 3.1190 -0.1027 2.0060
C: -4.8011 0.0162 0.4670
C: 3.6357 -4.0225 -0.1112
C: 5.2080 -0.4648 3.2065
C: -1.1807 5.6415 -0.5399
C: -0.9176 1.1945 -3.1997
C: 0.0047 5.2056 -1.1135
C: 3.3094 0.4167 4.3529
C: -0.4294 -5.6012 -0.9238
C: 2.9807 -1.7075 -0.3454
H: -5.3810 0.5604 1.2070
H: 1.4865 3.6003 -1.0748
H: -5.1668 -1.0034 0.3757
H: 0.8849 -4.3721 -2.1591
H: -4.8348 0.5117 -0.4980
H: 3.0447 -0.9632 -2.3654
H: -0.8376 -4.2052 -2.5440
H: -1.6467 6.5593 -0.8693
H: 5.4270 3.6133 -0.4367
H: 0.1494 -6.4537 -1.2716
H: 3.8123 -3.0543 -3.3464
H: -1.5222 3.0485 1.6388
H: 2.6451 2.6826 -3.5604
H: 0.4963 5.7648 -1.8964
H: -1.7902 0.6990 3.1429
H: 3.7950 -4.8811 0.5280
H: 4.2071 -5.0409 -1.9128
H: -0.2692 -2.2505 -1.1693
H: 1.7055 0.8880 -2.1705
H: 4.5246 1.7810 0.9199
H: 4.5202 4.0645 -2.6939
H: -1.4882 -5.8521 -0.9595
H: 6.2406 -0.7876 3.1927
H: 5.1896 0.0308 5.2985
H: 3.0260 -2.7875 1.5169
H: 4.9247 -0.8483 1.1339
H: 2.8583 0.7930 5.2624
H: 1.0890 1.6106 4.2563
H: -2.6700 5.1803 0.9508

Output
Multiplicity   5
LUMO level (alpha / beta)   0.13 / -0.02 eV
E_HOMO (alpha / beta)   -7.00 / -8.03 eV


#x
Molecular formula: C32H29F9N3O6PRuS3
Method: DFT, ωB97M-V/def2-TZVPD

Atoms and positions in Å:
Ru: 0.3926 -0.3816 0.4428
S: -3.3359 1.4359 -0.8218
S: -5.0328 3.7375 -1.7117
S: 0.1199 -0.1212 3.1554
P: 0.6594 2.2417 0.2669
F: 0.2716 -4.9614 -1.8687
F: 0.0085 -5.9363 0.8586
F: 3.5116 -3.9298 0.3163
F: -1.2341 -4.2993 0.1964
F: 2.3975 -3.0087 1.9148
F: 2.0024 -5.9031 -0.9700
F: 2.4283 -5.1643 1.7295
F: -0.2034 -4.1663 2.0897
F: 2.2058 -4.0172 -2.0145
O: 2.8935 -1.3840 -1.0609
O: -1.1118 -0.8829 -1.0781
O: 1.4039 0.5102 2.8480
O: -1.0182 0.6098 2.5855
O: 0.8166 -2.6397 -0.2167
O: 0.0930 -1.5094 2.6811
N: 2.5049 -0.1738 -0.5738
N: -4.8084 3.0273 0.7303
N: -2.1940 -1.5619 -0.7787
C: 2.5874 4.2243 0.4150
C: -0.0849 -4.5943 0.8300
C: -0.4277 4.2180 -1.4598
C: -5.5033 4.2994 0.8355
C: -0.0791 3.2247 1.6048
C: -1.2686 4.4730 3.7964
C: -0.0627 -0.1315 4.9149
C: -1.9928 4.2621 2.6325
C: -1.0472 3.7451 -3.7343
C: -2.6658 -1.5984 0.4798
C: -3.7934 -2.3342 0.7742
C: 1.1218 -3.9095 0.1114
C: 2.3792 -4.0097 1.0398
C: 0.0521 4.0533 3.8675
C: 0.6424 3.4264 2.7812
C: -3.9371 -2.9716 -1.5170
C: -0.9372 4.6395 -2.6768
C: 2.3800 2.8605 0.2074
C: -2.8086 -2.2301 -1.7717
C: 1.4104 -4.7183 -1.1974
C: 3.4816 2.0482 -0.1029
C: 4.9388 3.9899 0.0533
C: -4.3727 2.6606 -0.4898
C: -1.4062 3.6371 1.5419
C: -0.1543 1.9995 -2.3468
C: 4.7491 2.6404 -0.1668
C: 3.4863 0.6218 -0.4407
C: 3.8463 4.7932 0.3405
C: -0.6501 2.4279 -3.5700
C: -6.1733 4.5008 -0.5181
C: -0.0368 2.8919 -1.2840
C: -4.4433 -3.0317 -0.2267
H: -3.0231 4.5920 2.5764
H: -1.2515 5.6683 -2.8005
H: -1.4456 4.0772 -4.6846
H: 1.7416 4.8563 0.6512
H: -6.3064 5.5543 -0.7506
H: 0.6261 4.2102 4.7723
H: -6.2359 4.2655 1.6407
H: 4.4635 0.2031 -0.6756
H: 5.9333 4.4122 -0.0065
H: -0.7421 1.7233 -4.3865
H: 3.9705 5.8553 0.5079
H: -4.1428 -2.3486 1.7963
H: -0.8990 -0.7752 5.1767
H: -2.3296 -2.1308 -2.7328
H: -4.7989 5.1127 1.0360
H: -2.1223 -1.0183 1.2145
H: -4.3643 2.5912 1.5258
H: -4.4023 -3.5053 -2.3329
H: 0.8622 -0.5086 5.3456
H: -1.9823 3.4550 0.6435
H: 2.1129 -1.9869 -0.8535
H: 5.6017 2.0138 -0.4000
H: -5.3267 -3.6161 -0.0100
H: -1.7291 4.9679 4.6427
H: -0.2467 0.8923 5.2357
H: -7.1386 3.9991 -0.5627
H: -0.3507 4.9223 -0.6402
H: 0.1223 0.9606 -2.2209
H: 1.6613 3.0719 2.8571

Output
Multiplicity   5
LUMO level (alpha / beta)   0.06 / -0.55 eV
E_HOMO (alpha / beta)   -7.63 / -8.13 eV


Stability summary - winner: #w; margin: 0.0515 hartree.